A structure of composition C24H31GeIrN7O2S2Se. Source: OMol25; level of theory: the ωB97M-V functional and the def2-TZVPD basis.

Geometry (Å):
Ir1 -0.81 0.69 1.13
S1 -1.05 2.37 2.68
C1 -1.84 3.65 1.86
C2 -2.16 4.83 2.56
C3 -2.81 5.84 1.92
C4 -3.16 5.72 0.55
C5 -2.86 4.59 -0.15
C6 -2.21 3.52 0.51
S2 -1.80 2.12 -0.39
H1 -1.89 4.92 3.61
H2 -3.06 6.75 2.45
H3 -3.67 6.54 0.06
H4 -3.13 4.49 -1.19
N1 1.83 -0.86 4.11
C7 1.72 -0.17 2.97
N2 0.46 -0.22 2.58
C8 -0.17 -0.94 3.56
N3 0.64 -1.35 4.50
C9 -1.61 -1.10 3.47
C10 -2.38 -1.83 4.37
N4 -3.68 -1.98 4.19
C11 -4.23 -1.41 3.13
C12 -3.47 -0.66 2.22
N5 -2.17 -0.51 2.41
H5 2.65 -1.02 4.67
H6 2.54 0.33 2.49
H7 -1.91 -2.30 5.22
H8 -5.29 -1.52 2.98
H9 -3.93 -0.18 1.38
O1 3.15 -5.16 0.64
C13 2.40 -5.38 -0.53
N6 1.29 -4.45 -0.42
C14 0.60 -4.04 -1.50
O2 0.80 -4.41 -2.64
C15 -0.46 -2.99 -1.25
C16 -1.63 -3.03 -1.99
C17 -2.58 -2.03 -1.80
C18 -2.30 -1.00 -0.92
N7 -1.14 -0.94 -0.24
C19 -0.25 -1.93 -0.39
H10 3.76 -5.89 0.77
H11 2.04 -6.41 -0.59
H12 2.95 -5.14 -1.44
H13 0.97 -4.25 0.51
H14 -1.78 -3.83 -2.71
H15 -3.52 -2.03 -2.34
H16 -3.00 -0.19 -0.78
H17 0.66 -1.85 0.18
C20 1.95 1.05 -5.00
Ge1 2.48 0.68 -3.18
C21 3.91 1.85 -2.54
C22 2.91 -1.19 -2.86
C23 0.83 1.05 -2.09
Se1 1.22 1.09 -0.19
C24 1.59 2.99 -0.05
H18 2.79 0.87 -5.68
H19 1.64 2.09 -5.12
H20 1.13 0.40 -5.31
H21 4.81 1.64 -3.11
H22 4.14 1.67 -1.49
H23 3.66 2.90 -2.68
H24 3.84 -1.44 -3.37
H25 2.13 -1.84 -3.26
H26 3.05 -1.41 -1.80
H27 0.10 0.26 -2.25
H28 0.37 2.00 -2.33
H29 2.56 3.18 -0.51
H30 1.61 3.25 1.00
H31 0.80 3.53 -0.56

calculated total energy = -6845.557786 Eh
HOMO (spin up / spin down) = -0.4846 / -0.4956 hartree
relative energy (zero: lowest compared OMol25 entry of this formula, charge and spin) = 16.22 kcal per mole
total charge = +2
E_LUMO (spin up / spin down) = -6.18 / -7.72 eV
frontier orbital gap (spin up / spin down) = 7.0 / 5.8 eV
multiplicity = 2

***

A structure of composition C38H30F3IrN7S3SbSe. Source: OMol25; level of theory: the ωB97M-V functional and the def2-TZVPD basis.

Geometry (Å):
Ir1 -2.44 -20.78 7.99
C1 2.14 -25.09 14.08
C2 1.42 -25.10 12.74
S1 1.47 -23.47 11.79
C3 3.21 -23.12 11.46
C4 4.03 -22.78 12.73
S2 3.02 -21.66 13.81
C5 3.73 -21.95 15.49
C6 3.26 -23.33 15.93
S3 1.68 -23.71 15.08
H1 3.16 -25.03 13.89
H2 1.92 -26.00 14.63
H3 0.36 -25.27 12.87
H4 1.78 -25.85 12.10
H5 3.16 -22.26 10.80
H6 3.77 -23.96 10.98
H7 4.96 -22.26 12.41
H8 4.28 -23.73 13.25
H9 3.27 -21.15 16.07
H10 4.84 -21.79 15.52
H11 3.00 -23.40 17.03
H12 3.90 -24.20 15.65
Se1 -7.24 -15.86 11.22
N1 -6.89 -16.19 9.52
C7 -5.84 -17.04 9.60
C8 -5.16 -17.47 8.42
C9 -5.39 -16.95 7.13
C10 -4.53 -17.35 6.11
C11 -3.54 -18.29 6.42
N2 -3.39 -18.82 7.56
C12 -4.21 -18.45 8.57
C13 -3.78 -18.99 9.90
N3 -2.79 -19.89 9.83
C14 -2.21 -20.23 11.00
C15 -2.71 -19.74 12.22
C16 -3.77 -18.87 12.26
C17 -4.36 -18.47 11.05
C18 -5.44 -17.50 10.90
N4 -6.10 -16.96 11.88
H13 -6.07 -16.16 6.94
H14 -4.62 -16.87 5.16
H15 -2.88 -18.58 5.61
H16 -1.31 -20.85 11.09
H17 -2.12 -19.97 13.10
H18 -4.15 -18.45 13.19
N5 -2.49 -21.06 6.02
C19 -2.25 -20.96 4.89
N6 -1.82 -20.87 3.69
C20 -2.48 -20.51 2.62
N7 -3.00 -20.06 1.69
F1 0.91 -26.61 5.14
C21 0.66 -25.41 5.71
C22 0.67 -25.30 7.06
C23 0.45 -24.07 7.66
C24 0.28 -22.93 6.86
C25 0.19 -23.14 5.47
C26 0.37 -24.37 4.87
Sb1 0.21 -21.00 7.61
C27 2.18 -21.02 8.36
C28 3.11 -22.03 8.06
C29 4.44 -21.91 8.39
C30 4.84 -20.77 9.09
F2 6.13 -20.55 9.39
C31 3.96 -19.75 9.45
C32 2.65 -19.88 9.01
C33 0.55 -19.43 6.16
C34 1.34 -19.67 5.03
C35 1.67 -18.57 4.27
C36 1.29 -17.33 4.64
F3 1.73 -16.32 3.84
C37 0.56 -17.05 5.77
C38 0.20 -18.08 6.57
H19 0.88 -26.24 7.62
H20 0.38 -23.98 8.76
H21 -0.13 -22.27 4.86
H22 0.36 -24.50 3.82
H23 2.74 -22.91 7.57
H24 5.22 -22.63 8.01
H25 4.48 -18.89 9.80
H26 2.01 -18.93 9.17
H27 1.70 -20.71 4.78
H28 2.23 -18.68 3.33
H29 0.36 -16.02 6.02
H30 -0.45 -17.90 7.44

calculated total energy = -6088.779042 Eh
HOMO (spin up / spin down) = -0.4340 / -0.4828 hartree
relative energy (zero: lowest compared OMol25 entry of this formula, charge and spin) = 23.15 kcal per mole
total charge = +2
E_LUMO (spin up / spin down) = -5.49 / -8.22 eV
frontier orbital gap (spin up / spin down) = 6.3 / 4.9 eV
multiplicity = 5

***

A structure of composition C22H40Cl2F3KLiNNaO8S. Source: OMol25; level of theory: the ωB97M-V functional and the def2-TZVPD basis.

Geometry (Å):
C1 -0.56 1.33 2.30
C2 -1.16 0.04 1.73
C3 -2.56 0.19 1.08
C4 -2.74 1.40 0.14
C5 -1.68 1.48 -0.99
C6 -0.73 2.70 -0.92
C7 -0.13 2.91 -2.33
C8 0.52 1.66 -2.95
C9 1.92 1.37 -2.40
C10 2.38 0.16 -3.24
O1 3.32 -0.58 -2.41
S1 2.56 -0.66 -1.01
O2 1.56 -1.66 -0.90
O3 3.53 -0.86 0.06
O4 1.97 0.84 -1.03
H1 -0.90 2.24 1.82
H2 -0.69 1.43 3.38
H3 0.53 1.30 2.13
H4 -0.49 -0.47 1.05
H5 -1.29 -0.64 2.58
H6 -3.36 0.13 1.83
H7 -2.70 -0.70 0.46
H8 -2.81 2.33 0.72
H9 -3.69 1.29 -0.35
H10 -2.24 1.61 -1.92
H11 -1.08 0.57 -0.97
H12 0.08 2.53 -0.22
H13 -1.28 3.59 -0.64
H14 -0.88 3.35 -2.99
H15 0.68 3.64 -2.26
H16 0.66 1.78 -4.04
H17 -0.08 0.76 -2.84
H18 2.58 2.23 -2.46
H19 1.55 -0.52 -3.36
H20 2.73 0.37 -4.24
F1 0.76 0.33 -5.42
C11 5.67 0.27 2.73
O5 4.27 0.39 2.53
H21 5.89 0.45 3.78
H22 6.02 -0.72 2.44
H23 6.19 1.03 2.12
H24 4.09 0.22 1.57
K1 -1.06 0.81 -6.22
Li1 5.27 2.24 1.82
C12 5.53 5.95 -0.93
N1 5.81 6.23 0.50
O6 5.93 7.38 0.83
O7 5.92 5.28 1.25
H25 5.46 6.89 -1.47
H26 6.34 5.34 -1.32
H27 4.58 5.41 -0.98
F2 -5.14 -0.28 -0.39
C13 -6.16 -0.92 0.18
C14 -6.15 -2.30 0.22
C15 -7.21 -2.97 0.79
C16 -8.28 -2.25 1.31
C17 -8.28 -0.86 1.26
C18 -7.21 -0.18 0.69
H28 -5.32 -2.84 -0.20
H29 -7.20 -4.05 0.83
H30 -9.11 -2.79 1.75
H31 -9.13 -0.29 1.65
H32 -7.19 0.90 0.64
C19 7.74 -2.06 4.32
Cl1 8.12 -3.21 3.03
Cl2 8.36 -2.59 5.88
H33 8.19 -1.10 4.07
H34 6.66 -1.97 4.39
C20 0.23 -4.62 -1.22
C21 -1.22 -4.92 -1.46
O8 -1.69 -5.06 -2.56
C22 -2.01 -5.02 -0.18
H35 0.78 -4.56 -2.16
H36 0.28 -3.65 -0.72
H37 0.68 -5.39 -0.60
H38 -1.91 -4.07 0.36
H39 -1.59 -5.82 0.43
H40 -3.07 -5.20 -0.39
F3 -4.86 -4.30 -0.37
Na1 -10.49 -2.24 0.38

calculated total energy = -3906.464586 Eh
HOMO = -0.3111 hartree
relative energy (zero: lowest compared OMol25 entry of this formula, charge and spin) = 16.77 kcal per mole
total charge = +1
E_LUMO = -3.67 eV
frontier orbital gap = 4.8 eV
multiplicity = 1

***

The molecule C12H14N2. Source: OMol25; level of theory: the ωB97M-V functional and the def2-TZVPD basis.

Geometry (Å):
C1 1.76 1.92 1.87
C2 1.81 0.34 1.80
C3 0.78 -0.31 0.87
C4 0.17 -1.57 1.11
C5 -0.83 -1.74 0.02
C6 -1.88 -2.70 -0.26
C7 -2.88 -2.29 -1.18
C8 -3.02 -0.94 -1.70
C9 -2.09 0.02 -1.41
C10 -0.91 -0.54 -0.72
C11 0.88 1.36 -1.06
C12 2.23 2.04 -0.42
H1 0.67 2.04 1.94
H2 2.19 2.25 2.89
H3 2.82 0.10 1.71
H4 1.63 -0.01 2.75
H5 0.29 -2.05 1.97
H6 -2.16 -3.62 0.28
H7 -3.58 -3.12 -1.36
H8 -3.89 -0.70 -2.39
H9 -2.40 1.05 -1.82
H10 0.06 2.07 -0.92
H11 1.09 1.08 -2.11
H12 2.91 1.02 -0.37
H13 2.49 2.86 -1.23
H14 3.13 3.21 0.99
N1 0.38 0.23 -0.25
N2 2.27 2.67 0.84

calculated total energy = -575.040631 Eh
HOMO = -0.2669 hartree
relative energy (zero: lowest compared OMol25 entry of this formula, charge and spin) = 100.71 kcal per mole
E_LUMO = 0.82 eV
frontier orbital gap = 8.1 eV
multiplicity = 1
SMILES = c1ccc2c(c1)cc1n2CCNCC1

***

A structure of composition C4H4HgO. Source: OMol25; level of theory: the ωB97M-V functional and the def2-TZVPD basis.

Geometry (Å):
H1 0.84 0.09 1.29
C1 0.52 2.21 -1.53
C2 0.04 1.31 -0.84
C3 -0.46 0.34 -0.02
C4 0.40 -0.73 0.54
O1 -0.17 -1.73 1.17
H2 0.93 3.04 -2.09
H3 -1.55 0.21 0.03
H4 1.23 -1.04 -0.14
Hg1 -1.78 -3.70 1.59

calculated total energy = -382.521153 Eh
HOMO (spin up / spin down) = -0.7059 / -0.7332 hartree
relative energy (zero: lowest compared OMol25 entry of this formula, charge and spin) = 1.15 kcal per mole
total charge = +2
E_LUMO (spin up / spin down) = -11.25 / -12.40 eV
frontier orbital gap (spin up / spin down) = 8.0 / 7.5 eV
multiplicity = 3

***

The molecule C2H4I3NO. Source: OMol25; level of theory: the ωB97M-V functional and the def2-TZVPD basis.

Geometry (Å):
C1 1.29 -0.38 -0.57
C2 -0.52 0.77 -1.53
N1 0.68 0.61 -1.07
O1 -0.10 0.61 1.53
I1 -2.27 -0.71 -0.79
I2 0.43 -0.95 4.46
I3 -0.98 -0.75 2.21
H1 2.31 -0.23 -0.33
H2 0.81 -1.26 -0.09
H3 -0.64 0.53 -2.53
H4 -1.02 1.76 -1.31

calculated total energy = -1101.467995 Eh
HOMO (spin up / spin down) = -0.2430 / -0.3359 hartree
E_LUMO (spin up / spin down) = -0.43 / -2.88 eV
frontier orbital gap (spin up / spin down) = 6.2 / 6.3 eV
multiplicity = 3

***

A structure of composition C47H59AsGe2IrO3PSSi2. Source: OMol25; level of theory: the ωB97M-V functional and the def2-TZVPD basis.

Geometry (Å):
Ir1 -4.35 -22.17 0.82
O1 -5.71 -20.96 4.39
C1 -4.98 -21.47 3.57
O2 -4.52 -20.87 2.43
C2 -4.44 -22.92 3.82
P1 -3.40 -23.53 2.44
C3 -1.68 -23.00 2.75
C4 -1.27 -21.79 2.29
C5 0.01 -21.26 2.42
C6 0.92 -22.06 3.19
C7 0.55 -23.35 3.64
C8 -0.73 -23.86 3.37
C9 -3.30 -25.29 2.20
C10 -2.21 -25.98 1.49
C11 -2.05 -27.35 1.64
C12 -3.00 -28.09 2.42
C13 -4.08 -27.45 3.03
C14 -4.25 -26.09 2.92
H1 -5.26 -23.61 4.08
H2 -3.62 -22.88 4.60
H3 -2.10 -21.21 1.78
H4 0.31 -20.28 2.02
H5 1.96 -21.73 3.26
H6 1.30 -23.93 4.20
H7 -0.87 -24.94 3.57
H8 -1.48 -25.39 0.94
H9 -1.28 -27.82 1.10
H10 -2.87 -29.17 2.64
H11 -4.88 -28.00 3.56
H12 -5.10 -25.59 3.36
O3 -7.85 -23.72 5.47
S1 -8.85 -23.52 6.60
C15 -8.56 -24.78 7.84
C16 -7.40 -24.76 8.61
C17 -7.19 -25.76 9.56
C18 -8.06 -26.84 9.67
C19 -9.22 -26.87 8.87
C20 -9.54 -25.76 8.05
C21 -8.27 -22.07 7.49
C22 -7.10 -21.37 7.21
C23 -6.79 -20.22 7.91
C24 -7.67 -19.81 8.92
C25 -8.87 -20.49 9.21
C26 -9.13 -21.60 8.43
H13 -6.53 -24.11 8.34
H14 -6.35 -25.68 10.24
H15 -7.81 -27.60 10.46
H16 -10.00 -27.64 8.96
H17 -10.48 -25.74 7.49
H18 -6.51 -21.79 6.29
H19 -5.83 -19.77 7.70
H20 -7.42 -18.99 9.57
H21 -9.43 -20.24 10.15
H22 -10.04 -22.18 8.55
C27 -1.86 -17.28 -0.06
Si1 -2.58 -18.75 -1.02
C28 -0.96 -19.75 -1.10
C29 -3.23 -18.19 -2.73
As1 -4.61 -19.89 -0.34
Si2 -5.71 -18.18 1.02
C30 -6.21 -18.35 2.81
C31 -7.36 -17.88 -0.06
C32 -4.73 -16.49 1.16
H23 -2.16 -16.27 -0.39
H24 -0.78 -17.27 -0.20
H25 -2.08 -17.29 1.00
H26 -0.15 -19.28 -0.51
H27 -0.58 -19.98 -2.10
H28 -1.08 -20.68 -0.58
H29 -3.83 -19.04 -3.16
H30 -2.31 -18.06 -3.41
H31 -3.85 -17.28 -2.73
H32 -5.32 -18.30 3.44
H33 -6.66 -19.29 3.08
H34 -6.96 -17.58 2.99
H35 -8.06 -18.72 -0.19
H36 -7.20 -17.56 -1.11
H37 -7.92 -17.08 0.45
H38 -3.95 -16.56 1.91
H39 -5.44 -15.75 1.53
H40 -4.34 -16.16 0.18
C33 -4.29 -25.26 -1.89
Ge1 -3.78 -23.39 -1.31
C34 -4.39 -22.28 -2.79
C35 -1.82 -23.59 -1.35
Ge2 -6.21 -23.50 0.22
C36 -7.71 -22.22 0.35
C37 -8.47 -21.90 -0.77
C38 -9.43 -20.95 -0.73
C39 -9.72 -20.43 0.52
C40 -9.16 -20.87 1.71
C41 -8.04 -21.69 1.62
C42 -7.29 -24.91 1.00
C43 -6.74 -26.19 1.17
C44 -7.43 -27.11 1.98
C45 -8.52 -26.72 2.80
C46 -9.06 -25.48 2.54
C47 -8.57 -24.73 1.52
H41 -3.85 -26.04 -1.30
H42 -3.89 -25.18 -2.92
H43 -5.40 -25.41 -1.98
H44 -5.29 -22.77 -3.26
H45 -3.64 -22.19 -3.58
H46 -4.71 -21.32 -2.42
H47 -1.47 -22.79 -1.97
H48 -1.49 -24.63 -1.62
H49 -1.39 -23.43 -0.29
H50 -8.21 -22.41 -1.72
H51 -9.92 -20.55 -1.62
H52 -10.48 -19.61 0.53
H53 -9.60 -20.45 2.64
H54 -7.43 -22.01 2.49
H55 -5.85 -26.58 0.68
H56 -7.16 -28.21 1.93
H57 -8.96 -27.39 3.53
H58 -9.97 -25.09 3.09
H59 -9.21 -23.94 1.11

calculated total energy = -9864.067173 Eh
HOMO (spin up / spin down) = -0.3070 / -0.3837 hartree
total charge = +1
E_LUMO (spin up / spin down) = -2.64 / -6.33 eV
frontier orbital gap (spin up / spin down) = 5.7 / 4.1 eV
multiplicity = 6

***

A structure of composition C31H38GdP. Source: OMol25; level of theory: the ωB97M-V functional and the def2-TZVPD basis.

Geometry (Å):
C1 1.49 2.21 -0.93
H1 2.40 2.79 -0.85
H2 1.62 1.49 -1.78
H3 1.61 1.48 0.40
C2 0.27 3.13 -1.05
H4 -0.64 2.60 -1.41
H5 0.02 3.54 -0.06
C3 0.55 4.29 -2.02
H6 -0.33 4.93 -2.13
H7 1.38 4.90 -1.65
H8 0.82 3.90 -3.01
C4 -0.89 -1.82 -0.19
C5 -1.56 -1.02 -1.16
C6 -0.60 -0.65 -2.16
C7 0.68 -1.18 -1.76
C8 0.49 -1.89 -0.54
C9 1.47 -2.79 0.12
C10 1.91 -1.18 -2.60
C11 -0.88 0.06 -3.44
C12 -3.02 -0.71 -1.16
C13 -1.55 -2.60 0.89
Gd1 0.08 0.75 -0.12
H9 2.78 -1.50 -2.02
H10 1.80 -1.87 -3.45
H11 2.13 -0.19 -3.01
H12 2.50 -2.53 -0.15
H13 1.39 -2.74 1.21
H14 1.31 -3.84 -0.17
H15 -2.39 -2.04 1.32
H16 -1.93 -3.56 0.52
H17 -0.85 -2.81 1.71
H18 -3.25 0.14 -1.81
H19 -3.61 -1.57 -1.52
H20 -3.38 -0.48 -0.15
H21 -0.10 0.80 -3.68
H22 -0.92 -0.66 -4.28
H23 -1.84 0.58 -3.41
C14 -0.03 4.57 5.38
C15 0.87 4.46 4.31
C16 0.87 3.32 3.51
C17 -0.05 2.28 3.77
C18 -0.96 2.40 4.82
C19 -0.95 3.54 5.63
P1 0.02 0.81 2.70
C20 1.61 0.02 3.16
C21 2.53 -0.31 2.16
C22 3.82 -0.73 2.50
C23 4.19 -0.83 3.84
C24 3.27 -0.52 4.85
C25 1.98 -0.10 4.51
C26 -1.39 -0.21 3.25
C27 -1.22 -1.31 4.10
C28 -2.35 -2.01 4.55
C29 -3.63 -1.62 4.13
C30 -3.79 -0.55 3.25
C31 -2.68 0.16 2.81
H24 -0.03 5.46 6.00
H25 1.58 5.26 4.11
H26 1.58 3.22 2.68
H27 -1.68 1.60 5.02
H28 -1.66 3.62 6.45
H29 2.28 -0.24 1.08
H30 4.53 -0.97 1.70
H31 5.20 -1.15 4.10
H32 3.55 -0.60 5.90
H33 1.26 0.15 5.30
H34 -0.22 -1.62 4.41
H35 -2.23 -2.85 5.23
H36 -4.51 -2.16 4.50
H37 -4.79 -0.24 2.93
H38 -2.80 1.02 2.14

calculated total energy = -2310.410299 Eh
HOMO (spin up / spin down) = -0.5034 / -0.5134 hartree
relative energy (zero: lowest compared OMol25 entry of this formula, charge and spin) = 18.40 kcal per mole
total charge = +2
E_LUMO (spin up / spin down) = -8.34 / -7.42 eV
frontier orbital gap (spin up / spin down) = 5.4 / 6.6 eV
multiplicity = 8